172
Properties=species:S:1:pos:R:3 method="wB97M-V/def2-TZVPD" smiles=CC1(C)CCCC(C)(C)N1O.CC1(C)CCCC(C)(C)N1O.CC1(C)CCCC(C)(C)N1O.CC1(C)CCCC(C)(C)N1O.COC[C@H](C)N.COC[C@H](C)N.CCO.CCO de_lowest_kj_mol=219.0 homo_lumo_gap_ev=8.3 total_charge=0 homo_ha=-0.289 lumo_energy_ev=0.452
C -9.17 1.42 3.27
C -8.78 2.35 2.11
C -10.09 2.94 1.52
C -7.97 3.53 2.64
C -6.51 3.18 2.83
C -5.90 2.68 1.51
C -6.62 1.44 1.01
C -6.11 1.17 -0.38
C -6.29 0.20 1.88
N -8.06 1.66 1.03
O -8.84 0.71 0.36
H -8.49 1.49 4.12
H -10.14 1.69 3.71
H -9.30 0.39 2.97
H -9.96 3.68 0.73
H -10.75 2.16 1.13
H -10.64 3.39 2.34
H -8.21 4.41 2.05
H -8.33 3.78 3.65
H -5.86 3.95 3.25
H -6.36 2.38 3.57
H -4.85 2.46 1.75
H -6.05 3.50 0.80
H -6.66 0.38 -0.89
H -5.04 0.98 -0.40
H -6.21 2.04 -1.04
H -5.24 -0.07 1.76
H -6.93 -0.63 1.57
H -6.50 0.37 2.94
H -9.07 1.16 -0.46
C 6.55 0.61 0.22
C 7.44 0.40 -1.00
C 7.28 1.43 -2.12
C 8.88 0.59 -0.41
C 10.05 -0.03 -1.25
C 9.71 -1.48 -1.57
C 8.36 -1.66 -2.31
C 8.51 -1.16 -3.75
C 8.07 -3.17 -2.29
N 7.37 -0.94 -1.54
O 6.02 -1.26 -1.92
H 6.76 -0.09 1.02
H 6.48 1.65 0.55
H 5.50 0.50 -0.10
H 7.26 2.43 -1.69
H 8.05 1.31 -2.88
H 6.33 1.31 -2.65
H 8.94 1.67 -0.25
H 8.99 0.25 0.62
H 10.27 0.60 -2.11
H 10.88 -0.07 -0.53
H 9.68 -2.06 -0.65
H 10.50 -1.84 -2.24
H 7.53 -1.02 -4.21
H 9.12 -1.85 -4.34
H 9.08 -0.23 -3.77
H 7.13 -3.38 -2.80
H 8.02 -3.66 -1.31
H 8.89 -3.69 -2.80
H 5.97 -2.13 -1.51
C 0.81 0.83 -3.62
C 1.19 0.75 -2.13
C 2.66 0.35 -2.16
C 1.09 2.19 -1.59
C -0.35 2.65 -1.33
C -1.08 1.59 -0.51
C -0.99 0.10 -0.94
C -1.36 -0.75 0.29
C -2.01 -0.07 -2.09
N 0.37 -0.16 -1.35
O 0.50 -1.54 -1.69
H -0.27 0.89 -3.75
H 1.36 1.46 -4.33
H 1.04 -0.10 -4.18
H 3.11 0.21 -1.16
H 2.89 -0.66 -2.51
H 3.28 1.15 -2.56
H 1.69 2.09 -0.68
H 1.54 2.80 -2.37
H -0.34 3.57 -0.74
H -0.85 2.81 -2.28
H -2.13 1.86 -0.39
H -0.67 1.70 0.51
H -1.66 -1.75 -0.02
H -2.17 -0.25 0.80
H -0.44 -0.85 0.88
H -2.96 -0.43 -1.71
H -1.66 -0.78 -2.85
H -2.15 0.83 -2.70
H 0.85 -1.89 -0.84
C -3.37 -6.83 4.17
C -3.89 -5.57 4.82
C -5.40 -5.79 5.08
C -3.21 -5.32 6.19
C -1.81 -4.75 6.06
C -1.78 -3.51 5.16
C -2.52 -3.62 3.82
C -2.81 -2.22 3.33
C -1.57 -4.34 2.82
N -3.76 -4.38 3.95
O -4.37 -4.59 2.71
H -3.56 -7.73 4.76
H -3.79 -7.05 3.18
H -2.31 -6.79 3.90
H -5.50 -6.64 5.76
H -5.92 -4.94 5.52
H -5.88 -6.06 4.13
H -3.86 -4.72 6.82
H -3.08 -6.28 6.71
H -1.33 -4.61 7.03
H -1.19 -5.57 5.67
H -0.71 -3.35 5.00
H -2.09 -2.65 5.76
H -3.17 -1.49 4.05
H -3.37 -2.19 2.39
H -1.93 -1.69 2.94
H -0.73 -3.65 2.64
H -1.98 -4.42 1.82
H -1.12 -5.26 3.19
H -5.13 -4.01 2.65
C 5.02 -4.80 0.38
O 4.42 -4.06 -0.68
C 3.11 -4.44 -1.07
C 2.11 -4.22 0.05
C 0.73 -4.77 -0.33
N 2.05 -2.79 0.33
H 4.82 -5.86 0.19
H 4.55 -4.53 1.33
H 6.07 -4.55 0.36
H 2.89 -3.81 -1.93
H 3.17 -5.50 -1.35
H 2.31 -4.79 0.96
H 0.02 -4.62 0.47
H 0.73 -5.81 -0.66
H 0.40 -4.23 -1.23
H 2.97 -2.36 0.31
H 1.77 -2.60 1.29
C 1.59 5.42 0.22
O 1.51 6.81 0.23
C 1.86 7.38 1.48
C 1.73 8.89 1.50
C 2.53 9.71 0.49
N 1.87 9.43 2.84
H 2.45 5.11 0.84
H 1.60 4.98 -0.77
H 0.79 4.85 0.72
H 1.36 6.83 2.28
H 2.94 7.15 1.54
H 0.67 9.09 1.31
H 2.18 10.74 0.44
H 2.34 9.30 -0.51
H 3.56 9.71 0.85
H 1.68 10.42 2.90
H 2.77 9.27 3.27
C 0.15 -3.16 -5.47
C -0.89 -3.16 -6.58
O -0.37 -2.94 -7.88
H 0.94 -3.90 -5.53
H -0.43 -3.26 -4.54
H 0.62 -2.17 -5.41
H -1.73 -2.48 -6.37
H -1.32 -4.16 -6.45
H -0.85 -3.51 -8.49
C -0.82 5.51 -4.50
C 0.05 4.85 -5.54
O 0.61 5.86 -6.38
H -0.21 5.94 -3.70
H -1.48 4.78 -4.02
H -1.55 6.15 -4.99
H -0.43 4.12 -6.21
H 0.80 4.17 -5.12
H 1.50 5.58 -6.64

***

136
Properties=species:S:1:pos:R:3 method="wB97M-V/def2-TZVPD" homo_lumo_gap_ev=8.7 total_charge=+1 homo_ha=-0.408 lumo_energy_ev=-2.413
C -1.08 -9.87 1.40
O -1.80 -8.76 0.86
C -1.34 -7.53 1.36
C -2.33 -6.47 0.92
C -1.80 -5.07 1.20
N -2.06 -4.74 2.62
C -1.73 -3.49 3.06
N -1.06 -2.57 2.28
C 0.42 -2.76 2.17
C 1.18 -1.48 2.56
N 2.45 -1.32 1.83
N -2.08 -3.13 4.27
C -2.82 -3.99 5.21
C -1.93 -4.92 6.05
C -1.61 -6.29 5.48
F -0.58 -6.20 4.58
Br -3.13 -7.18 4.69
C -1.03 -7.19 6.63
F -0.02 -6.51 7.24
F -0.54 -8.34 6.10
Br -2.37 -7.70 7.97
C -1.73 -1.78 4.75
C -2.59 -0.67 4.15
C -4.05 -1.03 3.85
Br -2.51 0.84 5.38
H -1.56 -10.24 2.30
H -1.07 -10.65 0.64
H -0.06 -9.58 1.64
H -1.33 -7.57 2.45
H -0.35 -7.29 0.98
H -3.25 -6.61 1.48
H -2.56 -6.59 -0.14
H -0.74 -5.00 0.98
H -2.34 -4.36 0.56
H -3.03 -4.94 2.81
H -1.51 -2.47 1.38
H 0.68 -3.02 1.15
H 0.71 -3.56 2.86
H 1.44 -1.50 3.62
H 0.57 -0.61 2.35
H 2.21 -1.15 0.86
H 2.93 -2.22 1.81
H -3.62 -4.50 4.69
H -3.29 -3.30 5.90
H -0.98 -4.41 6.18
H -2.38 -5.00 7.03
H -1.84 -1.78 5.83
H -0.68 -1.56 4.57
H -2.14 -0.34 3.23
H -4.36 -1.99 4.27
H -4.74 -0.29 4.23
H -4.20 -1.08 2.78
C -2.65 -2.29 -2.58
C -2.48 -1.00 -1.79
C -1.51 -0.05 -2.46
O -2.04 -1.30 -0.45
H -1.69 -2.81 -2.65
H -3.35 -2.96 -2.08
H -3.01 -2.09 -3.58
H -3.45 -0.51 -1.68
H -0.52 -0.51 -2.53
H -1.40 0.87 -1.88
H -1.84 0.22 -3.46
H -1.18 -1.72 -0.54
C 6.77 -3.18 -0.93
C 5.33 -2.74 -0.72
C 5.23 -1.26 -0.37
O 4.72 -3.52 0.32
H 7.35 -3.03 -0.02
H 6.81 -4.24 -1.18
H 7.24 -2.62 -1.74
H 4.76 -2.94 -1.63
H 5.76 -1.05 0.56
H 4.19 -0.99 -0.23
H 5.65 -0.63 -1.15
H 5.22 -3.36 1.13
C -1.91 5.45 -3.23
C -1.60 4.29 -2.30
C -0.78 4.74 -1.10
O -0.91 3.25 -3.01
H -0.98 5.88 -3.62
H -2.49 5.11 -4.09
H -2.46 6.24 -2.73
H -2.54 3.84 -1.96
H 0.17 5.15 -1.43
H -0.57 3.90 -0.44
H -1.31 5.51 -0.54
H -0.08 3.62 -3.32
C -3.43 10.66 -4.18
C -3.37 9.15 -4.05
C -4.73 8.52 -4.26
O -2.84 8.77 -2.77
H -4.09 11.08 -3.42
H -2.44 11.10 -4.03
H -3.80 10.96 -5.15
H -2.67 8.75 -4.79
H -5.44 8.87 -3.50
H -4.67 7.43 -4.17
H -5.14 8.76 -5.24
H -3.44 9.11 -2.10
C -0.81 13.74 -6.38
C -1.93 12.93 -7.02
C -2.31 13.49 -8.38
O -3.07 12.92 -6.16
H -1.12 14.77 -6.23
H -0.55 13.32 -5.41
H 0.09 13.73 -7.01
H -1.62 11.89 -7.12
H -2.66 14.52 -8.29
H -3.11 12.90 -8.83
H -1.46 13.48 -9.07
H -3.37 13.83 -6.05
C 7.39 -3.60 -5.54
C 7.58 -4.48 -4.32
C 8.20 -5.82 -4.70
O 6.33 -4.69 -3.66
H 6.71 -4.07 -6.26
H 6.94 -2.64 -5.25
H 8.33 -3.40 -6.04
H 8.22 -3.98 -3.60
H 7.55 -6.36 -5.39
H 8.34 -6.44 -3.81
H 9.18 -5.68 -5.18
H 5.75 -5.15 -4.28
C 3.16 0.02 6.20
C 1.67 -0.21 6.00
C 0.85 0.28 7.18
O 1.41 -1.61 5.79
H 3.52 -0.51 7.08
H 3.72 -0.34 5.34
H 3.37 1.08 6.33
H 1.34 0.30 5.09
H 1.13 -0.26 8.09
H -0.20 0.08 6.97
H 0.98 1.35 7.35
H 1.70 -2.08 6.58

***

19
Properties=species:S:1:pos:R:3 method="wB97M-V/def2-TZVPD" smiles="C[C@@H](O)[C@@H](C)NC=O" de_lowest_kj_mol=67.3 homo_lumo_gap_ev=10.3 total_charge=0 homo_ha=-0.353 lumo_energy_ev=0.654
C -1.56 -0.70 1.34
C -0.92 0.47 0.62
O -0.11 1.12 1.60
C -0.07 0.09 -0.59
C 0.38 1.35 -1.36
N 1.10 -0.65 -0.10
C 1.69 -1.73 -0.66
O 2.71 -2.22 -0.22
H -0.84 -1.04 2.09
H -1.94 -1.48 0.67
H -2.43 -0.41 1.93
H -1.71 1.14 0.29
H 0.24 1.93 1.22
H -0.60 -0.53 -1.30
H -0.46 1.65 -2.00
H 0.54 2.24 -0.75
H 1.27 1.15 -1.95
H 1.53 -0.26 0.72
H 1.19 -2.13 -1.55

***

24
Properties=species:S:1:pos:R:3 method="wB97M-V/def2-TZVPD" de_lowest_kj_mol=150.5 homo_lumo_gap_ev=8.0 total_charge=0 homo_ha=-0.295 lumo_energy_ev=-0.056
C 2.67 -0.98 0.29
C -0.82 -2.02 1.63
C -1.17 2.53 -1.50
C 1.61 -0.95 -0.77
C -1.29 -0.77 0.85
C -0.92 1.00 -1.72
Si -0.06 0.06 -0.34
S 0.94 2.15 1.53
Br -0.93 2.19 2.75
H 2.99 -0.07 0.77
H 2.41 -1.63 1.22
H 3.64 -1.42 -0.10
H -1.01 -2.88 1.04
H 0.28 -2.11 1.94
H -1.43 -2.03 2.47
H -2.15 2.64 -1.92
H -1.15 2.78 -0.45
H -0.46 3.24 -2.03
H 1.20 -1.88 -0.93
H 1.87 -0.43 -1.74
H -1.65 0.00 1.61
H -2.07 -0.92 0.15
H -0.49 0.91 -2.74
H -2.00 0.59 -1.99

***

45
Properties=species:S:1:pos:R:3 method="wB97M-V/def2-TZVPD" homo_lumo_gap_ev="5.3 / 5.6" total_charge=+2 homo_ha="-0.500 / -0.500" s_squared=8.848 lumo_energy_ev="-8.303 / -7.982" spin_multiplicity=6
I 0.50 -0.71 -6.46
I -0.09 1.85 -5.77
Sm 0.22 -0.37 -1.30
P -2.30 -0.25 -1.28
C -3.08 1.25 -0.88
C -2.77 -0.78 -2.90
H -3.84 -0.94 -2.84
H -3.84 -1.61 -0.23
H -2.26 -1.72 -3.18
H -2.26 -2.46 -0.32
H -2.82 2.05 -1.60
H -2.52 -0.02 -3.65
C -2.76 -1.50 -0.11
H -4.15 1.04 -0.94
H -2.52 -1.20 0.92
H -2.82 1.61 0.12
P 2.74 -0.16 -1.28
C 3.47 1.37 -0.87
C 3.25 -1.40 -0.10
H 2.76 -1.63 -3.17
H 4.31 -0.79 -2.83
H 2.96 0.08 -3.64
C 3.23 -0.67 -2.89
H 2.77 -2.37 -0.31
H 4.33 -1.47 -0.22
H 4.55 1.19 -0.92
H 3.19 1.71 0.14
H 3.00 -1.11 0.92
H 3.18 2.15 -1.58
C 0.18 1.82 -0.76
O 0.16 3.03 -0.43
C 0.46 -0.46 1.32
C -0.20 -0.09 2.57
C 0.41 -0.44 3.80
C -0.12 -0.07 5.01
C -1.31 0.68 5.06
C -1.93 1.04 3.87
C -1.39 0.67 2.67
H 1.44 0.06 1.39
H 0.64 -1.57 1.32
H 1.35 -1.01 3.77
H 0.37 -0.35 5.95
H -1.74 0.97 6.02
H -2.86 1.63 3.90
H -1.88 0.98 1.70

***

14
Properties=species:S:1:pos:R:3 method="wB97M-V/def2-TZVPD" smiles="CC(=O)[C@@H](C)C#N" de_lowest_kj_mol=95.7 homo_lumo_gap_ev=11.0 total_charge=0 homo_ha=-0.381 lumo_energy_ev=0.606
C 2.03 0.14 0.07
C 0.70 -0.55 0.04
O 0.69 -1.65 0.56
C -0.64 -0.03 -0.48
C -1.73 -0.36 0.55
C -0.65 1.38 -0.87
N -0.71 2.50 -1.18
H 2.70 -0.23 -0.72
H 2.33 -0.46 0.93
H 2.06 1.24 0.06
H -0.81 -0.62 -1.39
H -1.60 0.24 1.46
H -2.72 -0.18 0.14
H -1.63 -1.41 0.83